Version P
The following is a quantum chemistry calculation of a cluster of 3 separate species, C4H10 in total, from the Open Molecules 2025 dataset.

```
! wB97M-V def2-TZVPD RIJCOSX def2/J DEFGRID3
* xyz 0 1
C -1.24 0.21 -0.19
C -0.57 1.11 -0.99
C 2.10 -1.14 -0.06
C -0.82 -0.08 1.12
H 1.41 -1.30 0.80
H 0.20 0.08 1.27
H -1.04 1.05 -2.04
H -1.42 -0.69 1.75
H 2.80 -1.90 -0.43
H -2.12 -0.39 -0.59
H 0.15 1.86 -0.65
H 1.54 -0.57 -0.82
H 2.76 -0.41 0.35
H -1.06 1.63 1.07
*
```

Results
Lowest unoccupied orbital energy ... 0.00096 Eh
Frontier orbital gap ... 7.926 eV
HOMO level ... -7.900 eV

=====

Version Q
The following is a quantum chemistry calculation of a cluster of 3 separate species, C4H10 in total, from the Open Molecules 2025 dataset.

```
! wB97M-V def2-TZVPD RIJCOSX def2/J DEFGRID3
* xyz 0 1
C 0.09 -1.12 1.12
C 1.06 1.22 0.41
C 0.28 0.22 1.19
C -1.23 -0.24 -1.61
H -0.62 -0.83 -2.30
H -0.64 0.62 -1.34
H 0.90 2.26 0.67
H -0.15 -1.56 2.08
H 0.63 -1.70 0.37
H -2.13 0.08 -2.13
H -1.48 -0.88 -0.77
H 2.35 0.16 0.91
H 1.11 1.07 -0.66
H -0.19 0.70 2.05
*
```

Results
Lowest unoccupied orbital energy ... 0.00088 Eh
Frontier orbital gap ... 8.565 eV
HOMO level ... -8.541 eV

=====

Relative energies, in hartree, with the most stable structure set to zero: version P 0.0264; version Q 0.0000.

=====

Version P
The following is a quantum chemistry calculation of an isolated molecule of CHN3O2, from the Open Molecules 2025 dataset.

```
! wB97M-V def2-TZVPD RIJCOSX def2/J DEFGRID3
* xyz 0 1
O -1.36 -1.01 -0.02
O 1.32 0.88 0.78
N 0.47 -0.13 1.11
N 0.02 0.76 -0.86
N 1.02 1.37 -0.39
C -0.32 -0.17 0.07
H -1.16 -1.70 -0.68
*
```

Results
Lowest unoccupied orbital energy ... 0.01013 Eh
Structure (SMILES) ... Oc1nnon1
Frontier orbital gap ... 12.050 eV
HOMO level ... -11.774 eV

=====

Version Q
The following is a quantum chemistry calculation of an isolated molecule of CHN3O2, from the Open Molecules 2025 dataset.

```
! wB97M-V def2-TZVPD RIJCOSX def2/J DEFGRID3
* xyz 0 1
O 1.88 -0.70 0.01
O -0.32 -1.29 -0.46
N 0.06 0.70 0.28
N -1.58 -0.45 -0.37
N -1.24 0.66 0.05
C 0.70 -0.50 -0.06
H 0.49 1.57 0.55
*
```

Results
Lowest unoccupied orbital energy ... 0.02138 Eh
Structure (SMILES) ... O=c1[nH]nno1
Frontier orbital gap ... 11.688 eV
HOMO level ... -11.106 eV

=====

Version R
The following is a quantum chemistry calculation of an isolated molecule of CHN3O2, from the Open Molecules 2025 dataset.

```
! wB97M-V def2-TZVPD RIJCOSX def2/J DEFGRID3
* xyz 0 1
O 1.91 -0.64 0.04
O -0.23 -1.34 -0.48
N -1.24 0.65 0.04
N 0.04 0.69 0.30
N -1.65 -0.40 -0.39
C 0.72 -0.53 -0.07
H 0.45 1.58 0.55
*
```

Results
Lowest unoccupied orbital energy ... 0.00142 Eh
Structure (SMILES) ... O=c1[nH]nno1
Frontier orbital gap ... 11.188 eV
HOMO level ... -11.149 eV

=====

Relative energies, in hartree, with the most stable structure set to zero: version P 0.0420; version Q 0.0000; version R 0.0118.

=====

Version P
The following is a quantum chemistry calculation of a structure of composition C7H12N3O2, from the Open Molecules 2025 dataset.

```
! wB97M-V def2-TZVPD RIJCOSX def2/J DEFGRID3
* xyz 1 1
O -0.41 -2.51 0.91
O 2.24 0.47 0.06
N -3.03 0.94 -0.37
N -0.91 0.33 -0.92
N -1.90 -0.80 0.69
C 2.52 -0.77 -0.63
C 1.20 0.37 0.89
C -0.73 -1.47 0.43
C -2.01 0.22 -0.20
C 0.03 -0.63 -0.47
C 1.17 -0.96 -1.43
C 0.71 1.68 1.41
H 2.61 -1.63 0.10
H 1.15 2.01 2.28
H -3.70 1.05 0.32
H 1.10 2.43 0.57
H -2.62 -1.12 1.35
H 1.19 -0.52 1.59
H 3.33 -0.74 -1.26
H -0.44 1.72 1.62
H -3.07 1.58 -1.17
H 1.12 -2.08 -1.67
H 1.32 -0.34 -2.27
H -0.85 0.77 -1.82
*
```

Results
Lowest unoccupied orbital energy ... -0.11396 Eh
Frontier orbital gap ... 9.216 eV
HOMO level ... -12.317 eV

=====

Version Q
The following is a quantum chemistry calculation of the ion C7H12N3O2 with charge +1, from the Open Molecules 2025 dataset.

```
! wB97M-V def2-TZVPD RIJCOSX def2/J DEFGRID3
* xyz 1 1
O 3.24 0.70 0.33
O -1.78 0.30 -0.12
N 2.97 -1.02 -1.11
N 0.91 0.87 1.20
N -1.72 2.35 -0.97
C 0.09 1.77 0.42
C 1.12 -0.23 0.29
C -1.24 -0.87 0.52
C 2.55 -0.16 -0.19
C -2.18 -2.02 0.18
C 0.15 -1.09 -0.01
C -1.09 1.46 -0.17
H 3.93 -0.97 -1.42
H -1.24 -0.71 1.61
H -2.66 2.15 -1.27
H 0.50 2.75 0.27
H 0.55 0.62 2.13
H -1.87 -2.91 0.72
H 1.90 1.26 1.28
H 0.28 -1.87 -0.74
H -3.19 -1.77 0.49
H -2.18 -2.21 -0.88
H 2.37 -1.72 -1.52
H -1.40 3.30 -1.02
*
```

Results
Lowest unoccupied orbital energy ... -0.13570 Eh
Structure (SMILES) ... C[C@H]1C=C(C(N)=O)[NH2+]C=C(N)O1
Frontier orbital gap ... 8.660 eV
HOMO level ... -12.353 eV

=====

Relative energies, in hartree, with the most stable structure set to zero: version P 0.0225; version Q 0.0000.